A cluster of 4 separate species, C45H85BN6O14P2 in total, computed with the ωB97M-V functional and the def2-TZVPD basis.

Geometry as XYZ:
```
153
Properties=species:S:1:pos:R:3:forces:R:3
H -4.54163 -5.29693 2.97409 0.0 -0.2 -0.1
N -4.41637 -5.70798 2.04828 -0.3 0.0 -0.2
C -4.78135 -4.88164 1.14356 0.1 -0.4 1.2
N -4.65910 -5.29147 -0.20697 0.6 0.9 0.7
N -5.26155 -3.56144 1.46742 1.0 0.1 -0.9
C -4.12249 -2.63414 1.22852 0.1 0.7 -0.7
C -4.38897 -1.18429 1.71578 -0.5 -0.2 -0.3
C -3.50108 -0.11237 1.00590 -0.2 -0.3 0.5
C -2.02334 -0.07294 1.56909 -1.0 0.3 -0.8
C -1.14013 0.55797 0.47920 1.1 0.5 -0.6
C -0.74956 -0.17939 -0.69588 -0.4 -0.9 0.0
C -1.18128 -1.66546 -0.86199 0.6 0.6 0.3
O -0.08860 -2.53712 -0.50273 -0.7 -0.1 0.3
C -0.33261 -3.27307 0.68189 0.8 -0.9 0.4
C 0.04889 0.37605 -1.72067 -0.2 1.8 1.4
O 0.45529 -0.30676 -2.83912 0.1 -0.2 1.2
C 1.49775 -1.29336 -2.52858 0.6 -0.4 -1.0
C 2.78450 -0.90607 -3.33139 -0.5 0.4 0.3
C 2.45203 -0.61584 -4.82115 0.5 0.3 0.0
C 3.98044 -1.88809 -3.08922 -0.7 -0.1 0.1
C 4.05731 -3.14236 -4.01605 0.5 -0.3 -0.1
C 2.71390 -3.92856 -4.16889 1.1 -0.8 0.0
C 4.74683 -2.85428 -5.40740 -0.6 0.5 0.4
C 0.49876 1.73584 -1.59732 0.4 -0.5 0.0
B 1.37935 2.34250 -2.78782 -0.3 0.4 -1.1
C 0.57688 2.83599 -4.08910 -0.3 0.6 0.9
O 2.74852 2.48025 -2.71506 -0.6 0.3 0.6
C 0.16052 2.48210 -0.46194 -0.6 -0.7 0.8
C -0.66019 1.88880 0.56648 0.1 0.3 0.3
C -0.97697 2.75268 1.80176 1.0 0.2 -0.7
O -2.03208 2.74300 2.38199 0.2 0.0 0.1
C 0.17800 3.69021 2.22621 0.4 0.3 0.0
P 0.56352 4.04880 4.01095 -2.1 -1.5 0.3
P 0.45322 6.20665 4.37441 1.4 1.3 -0.5
O 1.81057 6.63421 4.78816 -0.6 0.1 0.5
O -0.69178 6.51819 5.51684 1.1 -0.1 -1.6
O 0.01417 6.98639 3.00124 -0.4 -0.8 1.1
C 0.94938 4.23848 1.26523 0.4 0.6 -0.5
C 2.09868 5.10847 1.58123 -0.3 -1.2 -0.2
C 3.17979 5.46583 1.98385 0.0 -0.1 -0.2
C 0.63096 3.92310 -0.21882 -0.1 -0.7 0.6
O 0.71940 4.77252 -1.06664 0.3 -0.4 0.0
H -4.19369 -4.57076 -0.76087 -0.5 -0.1 0.0
H -4.02676 -6.09192 -0.18287 -0.4 0.1 -0.1
H -5.46540 -3.49302 2.46155 -0.1 -0.5 -0.2
H -3.18599 -3.05513 1.67324 -0.5 0.4 -0.3
H -3.99569 -2.57327 0.12259 0.1 -0.1 0.7
H -5.45769 -0.96856 1.48517 0.6 -0.1 0.1
H -4.30312 -1.13349 2.82459 0.1 0.1 -0.6
H -3.48451 -0.28088 -0.09456 -0.1 -0.1 0.7
H -4.01198 0.86646 1.13452 0.6 -0.4 0.0
H -2.05655 0.52191 2.49742 0.3 -0.3 -0.6
H -1.71357 -1.09674 1.84608 0.0 0.5 -0.4
H -1.42691 -1.87118 -1.92177 0.0 0.2 0.5
H -2.02330 -1.89675 -0.18959 0.2 0.2 -0.6
H -1.22845 -3.93358 0.61926 0.3 0.6 0.0
H -0.34128 -2.64772 1.60303 -0.3 -0.2 -0.6
H 0.53194 -3.96374 0.80445 -0.5 0.5 -0.1
H 1.08105 -2.26928 -2.83493 0.3 0.5 0.1
H 1.69837 -1.33534 -1.44349 -0.1 0.2 -0.6
H 3.09354 0.07158 -2.89217 -0.1 -0.6 -0.3
H 3.38775 -0.27223 -5.31572 -0.6 -0.2 0.1
H 2.06343 -1.48080 -5.38804 0.2 0.3 0.4
H 1.71744 0.20574 -4.91871 0.4 -0.5 0.2
H 3.89479 -2.24018 -2.03240 0.1 0.2 -0.6
H 4.91861 -1.29573 -3.14304 -0.4 -0.5 -0.1
H 4.75115 -3.85507 -3.51039 -0.5 0.5 -0.1
H 2.20506 -4.02046 -3.19072 0.0 0.2 -0.6
H 3.01066 -4.96734 -4.45037 -0.3 0.6 0.1
H 2.06984 -3.56779 -4.98960 0.1 0.1 0.7
H 3.98802 -2.79367 -6.21903 0.5 -0.2 0.4
H 5.22055 -1.85161 -5.35983 0.0 -0.6 -0.1
H 5.51406 -3.61410 -5.65155 -0.5 0.4 0.1
H -0.37807 3.26076 -3.70091 0.5 -0.5 -0.4
H 0.30369 2.00039 -4.76193 0.3 0.5 0.2
H 1.08091 3.67895 -4.61149 -0.1 -0.7 0.0
H 3.07184 3.14412 -3.33928 -0.1 -0.4 -0.1
H 1.90463 3.59786 4.17157 -0.1 1.1 -0.5
H -0.25580 7.13897 6.12809 -0.1 -0.3 0.1
H 0.37772 7.88772 3.01828 0.0 -0.3 0.0
H 4.17073 5.70980 2.35081 -0.8 0.1 -0.3
C 2.50212 -11.19838 -3.97546 0.1 0.1 0.2
O 3.78409 -11.22428 -3.37226 -0.2 -0.1 -0.3
C 4.77088 -11.87288 -4.17080 0.4 0.0 0.4
C 5.81175 -10.87177 -4.64412 -0.4 0.1 -0.1
N 5.24921 -9.95949 -5.63446 0.2 0.0 0.1
C 6.12137 -8.83140 -5.95926 -0.3 0.0 0.0
C 6.40917 -7.82095 -4.84744 0.2 0.2 -0.3
O 5.27398 -7.07268 -4.44142 0.1 -0.2 0.2
C 4.48430 -7.68975 -3.43653 -0.2 0.3 -0.2
H 1.79861 -10.79322 -3.24870 0.1 0.0 0.0
H 2.49586 -10.55129 -4.85840 -0.1 -0.1 -0.1
H 2.17816 -12.20539 -4.25251 0.0 0.0 -0.1
H 4.32754 -12.41486 -5.01094 -0.1 0.2 0.0
H 5.26413 -12.60683 -3.52631 0.0 0.0 0.0
H 6.65247 -11.41238 -5.08904 0.0 0.0 0.0
H 6.17668 -10.33067 -3.76225 0.1 -0.2 0.1
H 4.37385 -9.59211 -5.28298 0.0 -0.1 0.0
H 5.64383 -8.29369 -6.78298 0.1 0.1 0.0
H 7.07025 -9.21798 -6.34566 0.0 0.0 0.1
H 7.11385 -7.08945 -5.25397 0.0 0.0 0.0
H 6.90936 -8.27353 -3.98401 -0.2 -0.1 0.1
H 5.07592 -8.31406 -2.76303 0.0 -0.1 -0.1
H 3.68340 -8.27659 -3.89333 0.0 -0.2 0.2
H 4.01167 -6.90011 -2.84869 0.1 0.0 0.0
C -1.48510 3.06745 12.48341 0.2 -0.1 -0.1
O -1.32509 2.13145 11.43206 -0.2 0.2 0.2
C -2.55543 1.75858 10.81587 0.2 -0.4 -0.4
C -2.60691 2.26550 9.38399 0.1 0.3 0.3
N -2.73954 3.71766 9.34648 0.0 -0.1 -0.1
C -2.56178 4.29144 8.01131 0.1 0.2 0.3
C -1.18035 4.16676 7.36873 -0.3 0.0 -0.2
O -0.16451 4.90921 8.03007 0.0 -0.3 0.0
C 0.46606 4.23485 9.10559 0.1 0.4 0.0
H -0.51616 3.19948 12.96412 0.0 -0.1 -0.1
H -1.81379 4.03825 12.09902 -0.1 0.0 0.1
H -2.19866 2.70348 13.22799 0.0 0.1 0.0
H -3.42165 2.09839 11.39074 0.1 0.2 0.0
H -2.57857 0.66461 10.79720 0.0 0.0 0.0
H -3.46262 1.81249 8.87424 0.0 0.0 0.0
H -1.68987 1.93368 8.88126 0.0 -0.2 0.0
H -2.04765 4.12683 9.96176 0.0 0.0 0.0
H -2.79529 5.35666 8.09605 0.0 0.0 -0.1
H -3.30929 3.85905 7.33820 0.1 -0.1 0.0
H -1.24502 4.59093 6.37127 -0.1 -0.1 0.1
H -0.87760 3.12280 7.22909 0.1 0.0 0.2
H 0.50368 3.15361 8.95391 -0.1 0.0 0.0
H -0.03322 4.46668 10.05008 0.0 -0.2 0.1
H 1.48915 4.60864 9.18012 0.0 0.0 -0.1
C -3.07507 8.70812 -5.09583 0.1 0.0 0.2
O -3.10700 8.71075 -3.67959 -0.2 0.0 -0.3
C -4.42585 8.63567 -3.14421 0.1 0.0 0.5
C -4.63179 7.31311 -2.42435 0.1 0.0 -0.4
N -4.68334 6.20361 -3.37096 0.0 0.0 0.2
C -4.64613 4.88632 -2.73713 0.1 0.1 -0.3
C -3.36745 4.49964 -1.99249 -0.2 -0.4 0.1
O -2.23801 4.33749 -2.83446 0.0 0.2 0.2
C -1.51081 5.52750 -3.10050 0.1 -0.1 -0.3
H -2.04615 8.88554 -5.40749 0.0 0.0 0.1
H -3.39335 7.73962 -5.49466 -0.1 0.1 -0.1
H -3.70659 9.50212 -5.50435 0.0 0.0 -0.1
H -5.18957 8.79581 -3.91069 0.1 -0.1 -0.1
H -4.51491 9.44531 -2.41344 0.0 0.0 0.0
H -5.57094 7.35260 -1.86429 0.0 0.0 0.0
H -3.80815 7.19244 -1.70984 0.0 0.2 0.1
H -3.89518 6.27354 -4.00249 0.0 0.0 0.0
H -4.80420 4.15189 -3.53185 0.0 -0.1 0.1
H -5.49819 4.79808 -2.05475 0.1 0.1 0.0
H -3.54274 3.51715 -1.54250 0.0 0.0 0.0
H -3.14207 5.17637 -1.16035 0.1 0.1 -0.1
H -1.55131 6.23552 -2.27009 -0.1 0.0 0.0
H -1.87037 5.99781 -4.02018 0.0 0.2 0.1
H -0.47060 5.25080 -3.26428 -0.1 0.1 0.1
```
Forces are in eV/Å.

HOMO level	-8.52	eV
orbital gap	7.42	eV
energy	-3854.93286	Eh
2S+1	1

Atom charges from the Mulliken analysis, given in e for atoms 1 to 5: H 0.22; N -0.70; C 0.63; N -0.61; N -0.44